Entry from the OMol25 dataset: an isolated molecule of C5H8N2 (ωB97M-V/def2-TZVPD).

XYZ file:
```
15
Properties=species:S:1:pos:R:3:forces:R:3:nbo_charge:R:1
C 2.028 -0.010 0.002 0.026 -0.018 0.055 -0.296
N -0.119 -0.536 0.217 -0.025 0.069 -0.092 -0.334
H 1.592 2.083 -0.709 0.030 -0.124 0.035 0.217
C -0.073 0.757 -0.241 0.096 -0.190 0.049 0.271
N -1.291 1.449 -0.460 0.148 0.290 -0.090 -0.853
H -1.384 1.716 -1.435 -0.056 -0.038 0.145 0.373
H 1.324 -2.014 0.720 0.037 0.154 -0.075 0.207
H -2.144 -0.609 0.637 0.097 -0.157 -0.041 0.233
H -1.318 2.298 0.096 -0.073 -0.086 -0.096 0.373
H 3.104 -0.071 0.034 -0.060 -0.011 -0.021 0.220
H -1.196 -1.996 1.240 -0.010 0.095 -0.086 0.204
C 1.248 1.112 -0.379 -0.095 0.078 -0.011 -0.332
C -1.331 -1.300 0.409 -0.167 -0.134 0.072 -0.405
C 1.156 -1.008 0.360 -0.001 -0.041 0.033 -0.074
H -1.595 -1.872 -0.489 0.053 0.113 0.125 0.197
```
Forces are in eV/Å.

Calculated values
- highest occupied orbital energy (eV) = -8.0
- multiplicity = 1
- structure (SMILES) = Cn1cccc1N
- orbital gap (hartree) = 0.3310
- LUMO (eV) = 1.01
- relative energy (zero: lowest compared OMol25 entry of this formula, charge and spin) (kJ/mol) = 33.2